{
  "formula": "C23H53N3O8S3",
  "method": "wB97M-V/def2-TZVPD",
  "species": ["C", "O", "H", "H", "H", "H", "C", "O", "H", "H", "H", "H", "C", "O", "H", "H", "H", "H", "C", "O", "H", "H", "H", "H", "C", "O", "H", "H", "H", "H", "N", "C", "C", "C", "C", "H", "H", "H", "H", "H", "N", "C", "C", "C", "C", "H", "H", "H", "H", "H", "N", "C", "C", "C", "C", "H", "H", "H", "H", "H", "C", "S", "O", "C", "H", "H", "H", "H", "H", "H", "C", "S", "O", "C", "H", "H", "H", "H", "H", "H", "C", "S", "O", "C", "H", "H", "H", "H", "H", "H"],
  "positions_angstrom": [[-0.804105, -2.021359, 23.201830], [-0.490621, -2.519556, 21.968703], [-0.013143, -2.199891, 23.930261], [-1.104749, -0.973666, 23.209099], [-1.694184, -2.493134, 23.618100], [0.437588, -2.299210, 21.861520], [-1.122396, 3.015620, 21.406059], [-0.337707, 3.482043, 22.484515], [-0.924876, 1.983905, 21.115111], [-2.116758, 2.964019, 21.849558], [-1.312924, 3.619469, 20.518832], [-0.586864, 3.009788, 23.282317], [-4.112608, -1.371063, 18.648097], [-3.889172, -2.555768, 19.299828], [-3.294028, -1.125617, 17.971504], [-5.090652, -1.476248, 18.178556], [-4.123278, -0.542753, 19.356537], [-3.099747, -2.524416, 19.845174], [4.383595, 7.187408, 22.691672], [5.698696, 7.150971, 22.780649], [4.209784, 7.391712, 21.635192], [4.204322, 6.122098, 22.836862], [3.792532, 7.719404, 23.437135], [5.969001, 7.137672, 23.701713], [1.051915, 7.188319, 17.855771], [0.457422, 6.617889, 16.692902], [2.107809, 7.049133, 17.623798], [0.913444, 8.260528, 17.994687], [0.692436, 6.710389, 18.767059], [1.176761, 6.574526, 16.058641], [-9.360252, 5.085183, 22.374574], [-9.146771, 4.011007, 23.164812], [-7.844397, 4.048038, 23.618518], [-7.299712, 5.204127, 23.061842], [-8.181587, 5.665670, 22.161973], [-10.194522, 5.272386, 21.836946], [-9.862184, 3.222076, 23.344176], [-7.454401, 3.304130, 24.297417], [-6.277361, 5.483303, 23.269820], [-8.149078, 6.433277, 21.402942], [5.503635, 3.402014, 28.004873], [6.293322, 2.702413, 28.873538], [5.988907, 1.388279, 28.753864], [4.898476, 1.237803, 27.934566], [4.631937, 2.541168, 27.418561], [5.758677, 4.349912, 27.767090], [7.183233, 3.189001, 29.244612], [6.670828, 0.636213, 29.122323], [4.331506, 0.344583, 27.717540], [3.853638, 2.864224, 26.743072], [2.317254, 8.045473, 27.839792], [1.177809, 7.485714, 27.345064], [0.173921, 8.101747, 28.066801], [0.706734, 8.949377, 29.046925], [2.109075, 8.950166, 28.825196], [3.207333, 7.601295, 27.664955], [1.187309, 6.788388, 26.520416], [-0.863448, 7.852621, 27.898905], [0.349929, 9.606011, 29.826616], [2.917423, 9.446023, 29.342005], [-2.298078, 10.868836, 24.202707], [-3.325762, 9.804963, 23.117744], [-3.377625, 10.446447, 21.709724], [-2.023946, 8.536733, 22.961997], [-1.424819, 11.209957, 23.646700], [-2.035055, 10.472412, 25.183410], [-2.901335, 11.766760, 24.336554], [-2.042887, 7.904243, 22.074473], [-2.113105, 7.874743, 23.823343], [-1.029469, 8.982550, 22.942629], [4.396995, 1.745077, 20.794601], [4.412258, 0.369153, 19.656953], [3.452270, -0.666861, 20.305615], [3.591882, 1.320306, 18.306998], [5.123222, 2.537096, 20.611858], [4.737675, 1.380184, 21.763555], [3.433925, 2.255010, 20.818224], [4.392342, 1.936921, 17.898161], [2.839667, 2.023695, 18.664102], [3.412807, 0.690702, 17.435429], [-2.856375, 2.955067, 28.697719], [-1.292085, 1.964185, 28.751508], [-0.850745, 1.790990, 27.327056], [-0.191257, 2.971428, 29.759973], [-2.586001, 3.871634, 28.173390], [-3.372745, 3.078125, 29.649723], [-3.551010, 2.455699, 28.022289], [-0.209095, 4.046103, 29.578729], [0.810648, 2.595025, 29.553536], [-0.481274, 2.914297, 30.809131]],
  "forces_ev_per_a": [[-1.2, 0.4, 2.1], [0.5, -0.4, -1.3], [0.1, 0.2, 0.1], [0.4, 0.4, -0.2], [0.0, -0.5, -0.2], [0.1, -0.1, -0.6], [-2.2, -1.1, 1.2], [1.2, 0.8, -0.7], [0.6, 0.0, -0.2], [-0.6, -0.2, -0.4], [1.2, 0.6, 0.3], [-0.1, -0.1, -0.1], [0.2, 1.2, 0.1], [0.2, -1.9, 0.8], [-0.2, -0.1, -0.6], [0.2, 0.3, -0.3], [-0.4, 0.3, 0.1], [0.1, 0.1, 0.0], [-3.1, -2.5, -0.9], [5.5, 1.7, 1.1], [-0.9, 0.5, 0.2], [-1.9, -0.3, -0.1], [0.2, 0.7, -0.3], [0.3, 0.0, -0.1], [0.8, -0.1, -0.6], [-0.6, 0.2, 0.0], [0.4, 0.0, 1.3], [-0.4, 0.2, -0.4], [0.2, -0.3, -0.2], [-0.4, -0.1, -0.2], [-1.3, -1.5, -1.0], [-0.1, -1.4, 1.3], [-1.9, -0.6, 0.5], [2.7, -0.8, 0.2], [0.1, 3.2, -0.8], [0.3, -0.2, 0.1], [-0.3, 0.4, 0.0], [0.3, 0.3, 0.0], [-0.1, 0.4, -0.5], [0.4, 0.3, 0.3], [0.2, 0.1, 0.5], [1.2, 0.9, -0.8], [1.6, -0.8, 1.5], [-1.5, 1.9, -1.9], [-0.5, -1.7, 0.3], [-0.6, -0.2, -0.1], [-0.1, -0.2, 0.3], [-0.5, -0.2, 0.4], [0.1, 0.1, -0.1], [0.1, 0.0, 0.1], [1.9, -0.9, -0.8], [-0.3, 1.2, 1.0], [-1.5, -1.1, -0.4], [2.9, 1.0, -0.2], [-2.1, -0.7, 0.5], [0.0, 0.5, -0.1], [-0.1, 0.1, 0.2], [-0.1, 0.2, 0.1], [-0.8, -0.3, -0.3], [-0.1, -0.1, -0.1], [-0.5, 0.9, -0.6], [1.2, 0.3, -2.6], [0.0, -0.6, 2.6], [0.3, -0.5, 0.4], [0.1, -0.4, -0.1], [-0.1, -0.4, -0.2], [-0.1, 0.0, 0.2], [-0.8, 0.3, -0.1], [0.1, 0.0, 0.1], [-0.1, 0.3, 0.2], [0.6, 0.8, 0.7], [-2.0, -1.3, 0.7], [1.5, 2.0, -1.4], [1.2, 0.0, -0.1], [0.2, -0.2, -0.8], [-0.6, -0.3, 0.1], [-0.2, -0.5, 0.3], [0.4, 0.3, 0.3], [-0.4, -0.6, -0.2], [-0.9, -0.2, 0.5], [0.7, 0.1, -0.7], [-1.4, -1.5, 0.1], [0.1, 1.0, 0.7], [-0.1, 1.1, -0.4], [-0.1, 0.4, 0.4], [0.5, 0.2, 0.1], [0.3, -0.5, 0.1], [0.0, 0.1, -0.6], [-0.1, -0.1, 0.3], [0.0, -0.7, 0.0]],
  "gap_ha": 0.286,
  "relative_energy_kcal_mol": 106.6,
  "homo_energy_ev": -8.14,
  "lumo_energy_ev": -0.36,
  "e_tot_ha": -2868.5309
}